Molecular formula: C24H30N2O3
Method: DFT, ωB97M-V/def2-TZVPD

The geometry in XYZ format:
```
59
C24H30N2O3 ωB97M-V/def2-TZVPD
C -0.589 -2.318 2.846
C -1.027 -0.863 2.909
O 0.008 0.043 2.508
C 0.239 0.178 1.205
O -0.301 -0.479 0.353
C 1.280 1.262 0.918
C 2.696 0.653 1.073
C 2.944 -0.538 0.185
C 2.442 -1.770 0.589
C 2.576 -2.900 -0.194
C 3.243 -2.812 -1.403
C 3.789 -1.603 -1.792
C 3.658 -0.458 -1.015
C 4.323 0.806 -1.477
C 1.121 2.435 1.896
C -0.226 3.125 1.693
C -0.374 3.559 0.238
N -0.224 2.418 -0.647
C -1.289 2.021 -1.387
O -2.336 2.642 -1.349
C -1.111 0.831 -2.317
C -2.469 0.184 -2.624
C -2.847 -0.736 -1.501
C -2.594 -2.100 -1.568
C -2.908 -2.905 -0.487
C -3.454 -2.307 0.636
N -3.692 -1.008 0.722
C -3.403 -0.250 -0.321
C 1.061 1.780 -0.517
H 0.314 -2.473 3.434
H -1.381 -2.944 3.248
H -0.405 -2.608 1.815
H -1.259 -0.568 3.934
H -1.902 -0.708 2.269
H 3.423 1.442 0.873
H 2.809 0.348 2.116
H 1.943 -1.842 1.543
H 2.168 -3.842 0.139
H 3.352 -3.683 -2.032
H 4.335 -1.545 -2.723
H 3.594 1.570 -1.739
H 4.932 0.607 -2.355
H 4.972 1.208 -0.700
H 1.926 3.152 1.713
H 1.210 2.078 2.922
H -0.302 3.997 2.344
H -1.036 2.440 1.945
H 0.393 4.301 -0.013
H -1.360 3.989 0.056
H -0.656 1.205 -3.239
H -0.462 0.078 -1.876
H -2.404 -0.379 -3.557
H -3.214 0.974 -2.733
H -2.152 -2.526 -2.459
H -2.726 -3.969 -0.512
H -3.711 -2.887 1.514
H -3.618 0.805 -0.212
H 1.833 2.531 -0.732
H 1.164 0.959 -1.222
```

Summary:
- Kohn-Sham gap: 0.3559 Eh
- F_max: 0.62 eV/Å
- E_HOMO: -9.00 eV
- ΔE to the lowest compared entry with this formula, charge and spin: 23.48 kcal/mol
- Spin multiplicity: 1

Löwdin atomic charge list, values in e, 4 entries: C -0.0633; C -0.1854; O 0.0037; C -0.4473

=====

Molecular formula: C24H30N3O2V
Method: DFT, ωB97M-V/def2-TZVPD

The geometry in XYZ format:
```
60
C24H30N3O2V ωB97M-V/def2-TZVPD
V 8.960 11.792 10.139
C 9.841 12.170 5.304
C 10.333 11.845 6.659
C 11.858 12.084 6.719
C 9.608 12.538 7.768
C 10.090 13.448 8.721
C 9.133 14.136 9.531
C 7.740 13.910 9.516
C 6.758 14.713 10.336
C 7.292 12.879 8.702
C 8.188 12.263 7.829
H 10.341 11.597 4.514
H 9.915 13.234 4.994
H 8.745 11.897 5.153
H 10.196 10.756 6.770
H 12.185 13.057 6.382
H 12.326 11.314 6.064
H 12.219 11.887 7.740
H 11.163 13.745 8.835
H 9.490 14.903 10.221
H 6.441 15.668 9.917
H 7.214 14.793 11.388
H 5.783 14.208 10.364
H 6.230 12.648 8.733
H 7.838 11.424 7.195
C 11.789 12.512 11.646
N 10.290 12.347 11.686
C 9.619 12.464 12.792
C 8.222 12.264 12.829
C 7.201 12.401 13.816
C 6.002 12.273 13.084
C 6.307 11.875 11.806
N 7.673 11.875 11.599
C 12.462 11.171 11.582
C 13.191 10.987 10.380
C 13.746 9.715 10.067
C 13.583 8.727 11.037
C 12.877 8.948 12.247
C 12.222 10.164 12.470
H 11.964 13.148 12.543
H 11.985 13.087 10.820
H 10.108 12.685 13.715
H 7.321 12.593 14.900
H 5.038 12.246 13.506
H 5.647 11.493 11.049
H 13.344 11.765 9.673
H 14.167 9.649 9.070
H 13.972 7.695 10.899
H 12.838 8.118 12.913
H 11.476 10.339 13.244
N 10.662 7.552 9.576
C 9.337 8.088 9.147
C 9.097 9.389 9.747
O 10.152 10.078 9.953
O 7.957 9.904 9.732
H 11.177 8.460 9.864
H 11.162 7.169 8.780
H 10.629 6.892 10.351
H 8.533 7.458 9.438
H 9.343 8.010 7.968
```

Summary:
- Kohn-Sham gap (spin up / spin down): 0.2702 / 0.2575 Eh
- F_max: 4.20 eV/Å
- E_HOMO (spin up / spin down): -13.60 / -13.62 eV
- ΔE to the lowest compared entry with this formula, charge and spin: 19.05 kcal/mol
- Spin multiplicity: 3
- Net charge: +2
- <S²>: 2.0195

Löwdin atomic charge list, values in e, 4 entries: V 1.0192; C -0.0686; C -0.4058; C -0.0407

=====

Molecular formula: C24H30N4O4
Method: DFT, ωB97M-V/def2-TZVPD

The geometry in XYZ format:
```
62
C24H30N4O4 ωB97M-V/def2-TZVPD
C 4.109 5.410 3.445
C 3.045 4.709 2.657
C 1.721 5.122 2.732
C 0.719 4.483 2.014
C -0.702 4.949 2.116
C 1.049 3.395 1.219
C 2.366 2.956 1.141
C 2.778 1.797 0.303
O 3.900 1.687 -0.166
N 1.820 0.862 0.104
C 2.087 -0.358 -0.638
C 3.051 -1.304 0.133
C 3.008 -1.011 1.626
N 4.063 -0.296 2.071
O 2.117 -1.389 2.355
C 0.785 -1.036 -0.966
C 0.457 -1.360 -2.283
C -0.737 -1.960 -2.598
C -1.696 -2.280 -1.613
N -2.932 -2.726 -1.961
C -4.100 -2.483 -1.143
C -5.358 -2.195 -1.960
C -5.238 -0.981 -2.881
C -3.993 -0.994 -3.774
C -3.662 -2.377 -4.334
C -3.163 -3.354 -3.240
C -1.306 -2.031 -0.276
N -2.036 -2.523 0.848
O -2.569 -3.616 0.747
O -2.050 -1.846 1.860
C -0.104 -1.394 0.028
C 3.357 3.624 1.852
H 4.149 5.004 4.457
H 5.084 5.273 2.986
H 3.898 6.474 3.520
H 1.466 5.968 3.355
H -1.262 4.689 1.221
H -0.748 6.026 2.262
H -1.188 4.473 2.968
H 0.276 2.913 0.639
H 0.985 0.878 0.667
H 2.587 -0.055 -1.566
H 4.067 -1.167 -0.234
H 2.745 -2.338 -0.031
H 4.059 0.010 3.032
H 4.667 0.183 1.423
H 1.148 -1.117 -3.076
H -0.957 -2.152 -3.634
H -4.294 -3.347 -0.489
H -3.897 -1.619 -0.502
H -5.638 -3.071 -2.544
H -6.169 -2.017 -1.250
H -6.132 -0.946 -3.508
H -5.225 -0.068 -2.281
H -4.158 -0.309 -4.609
H -3.133 -0.618 -3.218
H -4.544 -2.790 -4.824
H -2.892 -2.261 -5.099
H -3.896 -4.148 -3.078
H -2.241 -3.844 -3.557
H 0.143 -1.253 1.071
H 4.378 3.284 1.759
```

Summary:
- Kohn-Sham gap: 0.2963 Eh
- F_max: 1.34 eV/Å
- E_HOMO: -8.05 eV
- ΔE to the lowest compared entry with this formula, charge and spin: 78.87 kcal/mol
- Spin multiplicity: 1

Löwdin atomic charge list, values in e, 4 entries: C -0.0476; C -0.2587; C -0.0023; C -0.2607

=====

Molecular formula: C24H30N4O4
Method: DFT, ωB97M-V/def2-TZVPD

The geometry in XYZ format:
```
62
C24H30N4O4 ωB97M-V/def2-TZVPD
C -0.805 4.058 2.154
C 0.064 4.812 1.154
O -0.086 4.330 -0.168
C 0.343 3.091 -0.546
C -0.226 2.638 -1.733
C 0.118 1.426 -2.296
C 1.069 0.630 -1.680
C 1.430 -0.736 -2.235
C 1.605 -0.707 -3.735
C 2.776 -0.151 -4.258
N 3.737 0.308 -4.695
C 0.638 -1.150 -4.572
N 0.734 -1.161 -5.936
O -0.526 -1.719 -4.148
C -0.621 -2.051 -2.824
C -1.730 -2.842 -2.455
C -1.903 -3.191 -1.149
C -3.069 -4.034 -0.738
N -0.994 -2.811 -0.211
C -1.204 -3.097 1.194
C -2.238 -2.139 1.860
N -1.722 -1.128 2.745
C -0.943 -0.096 2.092
C -1.054 -1.650 3.918
C 0.169 -2.091 -0.528
O 0.992 -1.852 0.346
C 0.299 -1.672 -1.894
C 1.646 1.066 -0.498
C 1.302 2.277 0.088
O 1.863 2.714 1.259
C 2.697 1.839 1.993
C 3.002 2.511 3.323
H -0.474 3.027 2.236
H -0.735 4.531 3.130
H -1.843 4.066 1.829
H -0.263 5.854 1.085
H 1.112 4.788 1.465
H -0.956 3.277 -2.204
H -0.356 1.111 -3.213
H 2.348 -1.080 -1.746
H -0.126 -1.289 -6.443
H 1.427 -0.560 -6.349
H -2.428 -3.149 -3.213
H -3.657 -3.556 0.041
H -3.708 -4.213 -1.597
H -2.727 -4.998 -0.360
H -0.231 -2.966 1.673
H -1.513 -4.135 1.315
H -2.795 -1.619 1.074
H -2.945 -2.738 2.442
H -0.744 0.692 2.818
H 0.014 -0.459 1.696
H -1.519 0.327 1.269
H -0.930 -0.838 4.634
H -1.676 -2.420 4.372
H -0.062 -2.073 3.707
H 2.378 0.431 -0.028
H 2.189 0.880 2.158
H 3.629 1.655 1.441
H 3.502 3.461 3.155
H 2.079 2.697 3.868
H 3.645 1.871 3.920
```

Summary:
- Kohn-Sham gap: 0.3037 Eh
- F_max: 1.24 eV/Å
- E_HOMO: -7.75 eV
- ΔE to the lowest compared entry with this formula, charge and spin: 69.33 kcal/mol
- Spin multiplicity: 1

Löwdin atomic charge list, values in e, 4 entries: C -0.0545; C -0.2352; O -0.0382; C -0.1921

=====

Molecular formula: C24H30N6O2
Method: DFT, ωB97M-V/def2-TZVPD

The geometry in XYZ format:
```
62
C24H30N6O2 ωB97M-V/def2-TZVPD
C -4.363 -2.806 1.294
C -2.994 -2.724 0.631
C -2.399 -1.307 0.738
C -3.209 -0.354 -0.077
N -3.889 -0.712 -1.146
N -4.447 0.385 -1.630
N -4.152 1.393 -0.925
N -3.368 0.988 0.076
C -2.858 1.943 1.050
C -3.406 3.322 0.680
C -1.330 1.952 0.980
C -3.352 1.562 2.450
N -1.004 -1.182 0.327
C -0.757 -1.397 -1.103
C -0.186 -0.156 -1.712
C -0.779 0.856 -2.410
C 0.239 1.803 -2.685
C 1.374 1.298 -2.134
O 1.129 0.115 -1.546
C -0.058 -1.884 1.187
C 1.318 -1.315 0.975
C 1.707 -0.134 1.500
C 2.969 0.458 1.191
C 3.360 1.706 1.688
C 4.569 2.246 1.323
C 5.410 1.552 0.456
C 5.064 0.317 -0.056
C 5.976 -0.419 -0.993
C 3.828 -0.237 0.319
N 3.426 -1.459 -0.144
C 2.218 -2.066 0.104
O 1.976 -3.157 -0.384
H -5.069 -2.153 0.787
H -4.306 -2.515 2.342
H -4.744 -3.823 1.241
H -3.083 -2.999 -0.419
H -2.311 -3.422 1.119
H -2.438 -1.003 1.791
H -3.126 3.581 -0.337
H -4.491 3.334 0.745
H -3.001 4.067 1.360
H -0.930 2.550 1.795
H -0.937 0.940 1.039
H -1.000 2.383 0.037
H -2.839 0.684 2.833
H -3.165 2.386 3.134
H -4.422 1.365 2.435
H -1.691 -1.627 -1.619
H -0.065 -2.232 -1.248
H -1.806 0.917 -2.706
H 0.133 2.725 -3.220
H 2.379 1.667 -2.088
H -0.022 -2.963 0.976
H -0.367 -1.731 2.226
H 1.047 0.412 2.159
H 2.696 2.236 2.354
H 4.873 3.209 1.702
H 6.357 1.991 0.175
H 6.874 0.165 -1.180
H 5.485 -0.603 -1.949
H 6.277 -1.378 -0.570
H 4.038 -1.965 -0.772
```

Summary:
- Kohn-Sham gap: 0.3131 Eh
- F_max: 1.38 eV/Å
- E_HOMO: -8.41 eV
- ΔE to the lowest compared entry with this formula, charge and spin: 53.20 kcal/mol
- Spin multiplicity: 1

Löwdin atomic charge list, values in e, 4 entries: C -0.0914; C -0.1952; C -0.2622; C -0.2548

=====

Molecular formula: C24H30N6O2
Method: DFT, ωB97M-V/def2-TZVPD

The geometry in XYZ format:
```
62
C24H30N6O2 ωB97M-V/def2-TZVPD
C -0.144 -2.988 1.742
C -0.066 -1.499 1.802
N 1.096 -0.890 1.617
N 0.869 0.414 1.767
C 1.925 1.367 1.592
C -0.422 0.673 2.051
C -0.890 2.062 2.261
C -1.078 -0.551 2.070
C -2.532 -0.814 2.335
N -3.461 -0.162 1.418
C -3.689 -0.587 0.157
O -4.599 -0.164 -0.533
C -2.768 -1.657 -0.424
C -2.251 -1.164 -1.779
C -1.215 -0.121 -1.603
N -1.210 0.884 -0.794
N -0.043 1.544 -0.984
C 0.610 0.907 -1.899
C 1.948 1.226 -2.443
C 2.976 0.222 -2.010
C 2.858 -0.754 -1.063
N 4.032 -1.450 -0.964
C 4.933 -0.938 -1.850
C 6.247 -1.302 -2.120
C 6.922 -0.587 -3.085
C 6.309 0.467 -3.770
C 5.009 0.833 -3.508
C 4.301 0.127 -2.536
O -0.080 -0.167 -2.341
C -4.313 0.904 1.956
C -5.731 0.389 2.206
C -4.319 2.135 1.051
H 0.750 -3.412 2.194
H -1.018 -3.356 2.274
H -0.191 -3.339 0.709
H 1.653 2.075 0.807
H 2.114 1.908 2.522
H 2.821 0.825 1.302
H -1.871 2.069 2.723
H -0.194 2.607 2.898
H -0.948 2.570 1.299
H -2.778 -0.464 3.342
H -2.709 -1.895 2.322
H -1.934 -1.891 0.224
H -3.371 -2.554 -0.584
H -1.816 -1.980 -2.360
H -3.096 -0.744 -2.333
H 1.895 1.234 -3.536
H 2.224 2.227 -2.101
H 2.034 -1.005 -0.421
H 4.193 -2.213 -0.330
H 6.719 -2.116 -1.590
H 7.944 -0.842 -3.320
H 6.875 1.001 -4.519
H 4.544 1.650 -4.041
H -3.877 1.189 2.920
H -6.337 1.175 2.648
H -6.179 0.085 1.265
H -5.716 -0.465 2.882
H -3.317 2.330 0.681
H -4.968 1.971 0.197
H -4.675 2.998 1.609
```

Summary:
- Kohn-Sham gap: 0.3196 Eh
- F_max: 1.35 eV/Å
- E_HOMO: -7.97 eV
- ΔE to the lowest compared entry with this formula, charge and spin: 29.72 kcal/mol
- Spin multiplicity: 1

Löwdin atomic charge list, values in e, 4 entries: C -0.0314; C -0.3153; N 0.1012; N -0.1520